[1]
A single C24H47BI2O8S molecule. Source: the OMol25 dataset; level of theory: the ωB97M-V functional and the def2-TZVPD basis.

XYZ file:
```
83
Properties=species:S:1:pos:R:3:forces:R:3
O -2.3411 1.3383 0.6387 -0.2 0.1 -0.1
B -0.3707 3.5490 0.2823 0.2 0.0 -0.1
C 3.1488 -2.1002 -3.0603 0.2 0.0 -0.1
C 1.3622 1.6862 -0.3659 -0.2 -0.1 -0.2
C 0.2217 -0.9388 -2.2689 -0.1 0.0 0.0
H -1.1548 2.6899 2.8610 0.0 0.1 -0.1
C 0.4433 3.1384 -4.5311 0.2 0.2 0.1
O 0.6647 -2.0090 -0.2139 -0.1 -0.1 0.0
H 3.0465 -2.2693 2.4369 0.0 0.0 0.0
H -3.9197 -3.8782 -1.2153 0.0 0.0 0.1
H 2.3639 2.4342 4.6024 0.0 0.0 0.0
H 2.7968 0.7372 1.3929 0.1 -0.1 -0.1
H 0.6950 -1.8626 -2.5846 0.0 0.1 0.0
H -2.1628 -4.8410 1.0738 0.1 0.0 0.0
O 0.4423 4.6415 0.6036 0.3 -0.2 -0.4
C -4.9513 -3.6994 0.6688 0.0 0.0 0.1
C 2.4329 -0.2014 0.9559 0.0 0.0 0.0
H -2.8931 -2.3308 1.1062 0.0 0.0 0.0
C 2.8699 -0.1138 -1.4770 -0.1 -0.1 0.3
H 2.9640 -3.1739 -3.0936 -0.1 0.0 0.0
H 1.7044 4.0629 4.6872 0.0 0.0 0.1
C -1.6991 -4.7200 0.0913 0.0 0.0 -0.2
H -2.7502 -1.4519 -0.3937 0.1 -0.1 0.0
H 1.6159 3.0047 6.0951 0.0 -0.1 0.0
C -2.8281 -2.4589 0.0187 0.1 -0.1 -0.1
H -6.0406 -2.3117 -1.2504 0.0 0.0 -0.1
C 3.2550 -1.6140 -1.6105 0.5 0.1 -0.2
C -4.1428 -3.0965 -0.4820 -0.2 0.3 -0.1
C -1.5331 -3.2340 -0.2660 -0.1 -0.3 0.2
H 1.1746 1.3627 2.4904 0.0 0.1 0.0
C -0.4478 3.0148 -3.2965 0.0 0.0 -0.2
H 0.1569 1.4313 4.5442 -0.1 0.0 0.2
H -5.9797 -3.9098 0.3680 0.1 -0.1 0.0
O -1.5695 3.7467 -0.3071 0.0 0.2 -0.3
H -0.1420 3.4363 -5.4009 0.0 -0.1 0.0
H 0.5281 -0.0988 -2.8847 0.0 0.0 0.0
C 2.4021 -1.5008 2.8835 0.0 0.0 0.1
H 2.0640 2.0526 -2.3708 0.0 0.1 0.0
H 1.3308 3.4431 -1.6485 -0.1 0.0 0.2
H -4.9339 -1.0792 -0.6408 -0.1 0.0 0.0
H 0.1812 -3.4691 1.0346 0.1 0.0 -0.1
H 1.2188 3.8966 -4.4009 0.0 -0.1 0.1
H 2.6844 -2.2141 -0.9104 -0.2 0.1 -0.2
H 0.7713 5.1326 -0.1592 -0.2 0.1 0.2
O 0.0044 2.0372 -2.3791 -0.2 0.2 0.3
C -0.1204 2.9670 3.0877 0.2 -0.2 0.1
O -0.7532 -0.1241 -0.3434 0.1 -0.1 0.0
S -1.0344 0.8346 0.8906 0.2 0.1 -0.2
C 1.5412 3.0292 5.0071 0.0 0.0 -0.1
C 0.8498 2.3210 2.0851 0.0 0.0 0.0
H -0.7330 -5.2288 0.0980 0.0 0.0 0.0
C 0.4778 -0.7400 -0.7679 0.1 0.1 -0.2
H 2.3684 -1.5704 -3.6052 0.0 -0.2 0.0
H -0.7067 -2.0018 1.3476 0.0 0.1 -0.1
H -4.5109 -4.6217 1.0530 0.0 0.0 0.0
O 1.6318 -0.8515 1.9001 0.0 0.0 0.0
H -0.6032 2.9117 5.1709 0.0 -0.1 0.0
H -4.9976 -2.9866 1.4969 0.0 0.0 0.0
H 4.0809 -1.9239 -3.5981 0.0 0.1 0.0
H 1.7066 -1.9704 3.5776 0.0 0.0 0.0
C -4.9888 -2.0252 -1.1865 0.1 0.1 0.0
H 2.5921 0.2166 -2.4717 -0.2 0.0 0.1
H 0.9495 2.1928 -4.7342 -0.2 0.0 -0.1
H -1.2915 -3.1826 -1.3329 0.1 0.1 0.1
H -4.6229 -1.8291 -2.1974 0.0 0.0 0.0
C -0.3575 -2.6553 0.5466 0.0 0.0 0.1
C 0.2421 2.1020 0.6663 -0.1 0.1 0.4
H -0.8536 -1.0548 -2.3986 0.0 0.0 0.0
O -0.8169 0.1326 2.1146 -0.1 0.0 0.1
H 1.7190 2.9693 1.9602 0.0 -0.1 0.0
C 1.2188 2.3530 -1.7432 0.1 -0.1 -0.1
H -0.5329 3.9870 -2.7975 0.0 0.0 0.1
I 5.2630 -2.1450 -0.9973 0.0 -0.6 0.2
H 3.3282 -0.8007 0.7597 -0.1 -0.1 0.0
I 4.5749 1.1796 -1.1378 0.0 0.5 -0.1
H -1.7229 4.6819 -0.5050 -0.1 -0.2 0.2
H -2.3187 -5.2430 -0.6383 -0.1 0.0 0.1
H 3.0338 -0.7944 3.4396 0.0 0.0 0.0
H -0.0109 4.0543 3.0385 -0.3 0.0 -0.1
C 1.7423 0.1546 -0.4135 0.1 0.2 0.3
C 0.1830 2.5246 4.5192 0.1 0.1 -0.1
H 2.2491 2.1585 0.0566 0.0 0.1 -0.1
H -1.4598 2.7202 -3.5712 0.0 -0.1 0.0
```
Positions in Å, forces in eV/Å.

Computed properties:
Kohn-Sham gap: 8.6 eV
highest occupied orbital energy: -8.71 eV

Here are the Löwdin charges for atoms 1 to 2, given in e: atom 1 (O): -0.2221, atom 2 (B): -0.6634


[2]
7 unconnected molecules or ions with the total composition C24H47Cl3N3O6 in a non-equilibrium geometry. Source: the OMol25 dataset; level of theory: the ωB97M-V functional and the def2-TZVPD basis.

XYZ file:
```
83
Properties=species:S:1:pos:R:3:forces:R:3
C -6.6626 0.9747 -2.9413 -0.1 0.2 -0.1
H 5.5509 2.1857 -0.2017 0.1 -0.1 -0.2
C 8.3068 -0.5398 2.0879 0.1 -0.1 -0.1
H -1.5139 2.1744 2.4182 -0.4 0.4 -0.7
C -2.6762 1.7327 -0.1627 0.3 -0.1 0.3
H 1.4255 -4.4090 5.8111 0.0 0.0 0.0
C -10.1574 -4.1513 -3.4235 0.2 0.2 0.0
C -0.9031 1.5748 1.7395 1.3 0.0 0.7
C 4.7498 3.9336 -4.4114 0.0 0.0 0.0
H 2.4349 -1.2271 3.1629 0.1 0.0 0.0
C -7.6364 0.2156 -3.8120 -0.1 0.0 -0.1
H -9.5909 -6.6136 -2.1209 -0.2 0.0 0.0
H 3.7791 -2.0079 4.0129 0.1 -0.1 -0.1
H 4.1313 -1.3475 -0.0420 0.0 0.0 0.0
C 4.6073 -0.4765 -0.4892 -0.2 -0.1 0.3
H -3.4647 1.1757 1.8223 0.2 0.0 0.0
H 10.3924 -0.9772 2.0406 0.0 0.0 0.0
H 9.8042 -0.4170 3.6158 0.0 0.2 0.0
C -1.1532 1.6976 0.2624 -0.8 -1.1 -0.6
H 6.2612 0.0385 2.2637 0.0 0.0 0.0
H 3.1464 -4.0064 5.6767 0.1 -0.1 -0.1
H -3.6948 2.9131 1.3381 0.3 0.0 0.3
O 4.7905 3.3159 -3.3694 0.0 0.0 -0.1
H -9.1154 -5.8758 -0.5809 0.0 0.0 0.0
H 1.1824 1.2361 1.5126 0.5 0.2 0.4
H -8.2441 -1.6988 -4.5185 0.0 0.0 0.0
N -0.9837 0.2062 2.3393 -0.2 0.0 0.8
H 3.4518 5.5038 -5.0735 0.0 0.0 -0.2
C -7.4856 -1.2834 -3.8593 -0.1 0.1 -0.1
C -3.6419 1.8751 1.0086 -0.5 0.1 -0.5
H -0.1912 -0.3150 1.9229 -0.8 -0.6 -0.4
C -9.3813 -4.4815 -2.1729 0.1 0.0 0.1
H -9.7994 -3.2116 -3.8354 0.0 0.0 0.0
H -10.7896 -5.7257 -1.1431 0.0 -0.1 -0.1
O -8.4962 0.7881 -4.4397 0.0 0.0 0.0
H 2.6264 4.1198 -4.3349 0.0 0.0 0.0
C 4.4933 2.0873 -0.4516 -0.3 0.0 0.3
C 2.2100 -4.0979 5.1248 -0.3 0.1 0.2
H 3.2851 3.9735 -5.9740 0.0 0.2 -0.1
C -9.7461 -5.7597 -1.4597 0.2 0.1 0.2
H 0.3244 2.1708 4.1782 1.1 -0.4 0.7
Cl 1.0778 3.5352 2.0693 -0.1 -0.3 0.1
H -11.2180 -4.0506 -3.1886 0.0 -0.2 -0.1
O 3.0613 0.7188 0.8620 -0.1 -0.1 0.1
C 7.2252 0.3381 2.6733 -0.2 -0.2 -0.2
H 7.1984 0.2227 3.7579 0.1 0.2 0.0
H -0.3347 -0.7923 5.2403 0.3 0.4 -0.1
Cl -0.3084 0.3139 -0.5309 0.5 0.4 0.1
O -8.5052 -3.7566 -1.7563 -0.1 0.0 0.0
H 5.6696 -0.4896 -0.2369 0.0 0.0 -0.2
Cl -3.1734 0.3067 -1.1354 -0.1 0.3 0.1
H -10.0192 -4.9378 -4.1671 -0.2 -0.1 0.0
H 10.0160 0.7389 2.2737 0.0 0.0 0.2
H 6.1198 5.3332 -5.2772 -0.1 0.0 -0.2
H 7.4108 1.3817 2.4138 0.1 0.0 0.2
H 4.4791 -0.5217 -1.5714 0.2 0.1 0.0
C 6.0030 4.2524 -5.1852 0.1 -0.1 0.2
H 3.9437 2.9007 0.0203 0.0 0.0 0.0
N 0.4977 1.3792 3.5532 -0.8 1.0 0.1
O 0.8067 -2.2111 4.8017 0.2 0.1 0.0
C 3.4435 4.4161 -4.9897 -0.1 -0.1 0.3
C 9.7223 -0.2787 2.5365 0.0 -0.2 -0.2
H -0.6310 2.5713 -0.1130 -0.1 0.2 0.1
H 2.9488 -2.8533 2.6807 0.2 -0.1 0.1
H -5.6417 0.8068 -3.2882 0.0 -0.1 0.1
H 6.8654 3.8488 -4.6592 0.0 0.0 0.0
C 3.9683 0.7733 0.0502 0.1 0.1 0.0
H -7.6177 -1.7058 -2.8620 0.2 -0.1 0.0
H 2.3156 -4.8525 4.3443 0.2 0.0 0.0
H 4.3616 2.1561 -1.5305 0.2 0.0 0.0
C 1.8468 -2.7761 4.5124 0.1 -0.1 0.0
H -2.7967 2.5939 -0.8113 0.0 -0.1 -0.2
H -6.7584 0.6491 -1.9039 0.2 -0.1 0.0
O 8.0448 -1.4136 1.2940 -0.1 0.1 0.0
C 0.5489 1.8524 2.1532 -0.3 0.4 -0.7
N -0.8795 -0.0643 4.7752 -0.4 -0.1 1.2
H -4.6351 1.6505 0.6242 -0.1 0.0 0.0
H -1.7491 0.2453 5.1873 -0.3 -0.6 -0.4
H -6.4998 -1.5480 -4.2466 0.0 0.0 0.2
H -6.8831 2.0392 -2.9984 0.0 0.0 0.0
C -0.4651 0.4732 3.6400 0.4 0.0 -1.5
H 5.9529 3.8027 -6.1778 0.0 0.2 -0.1
C 2.8173 -2.1797 3.5283 -0.3 0.2 0.0
```
Positions in Å, forces in eV/Å.

Computed properties:
Kohn-Sham gap: 6.4 eV
highest occupied orbital energy: -10.61 eV
charge: +1

Here are the Löwdin charges for atoms 1 to 2, given in e: atom 1 (C): -0.0348, atom 2 (H): 0.0937